# C9H28O8

6 unconnected molecules or ions with the total composition C9H28O8 at a distorted geometry (wB97M-V/def2-TZVPD, the OMol25 dataset).

```
45
Properties=species:S:1:pos:R:3:forces:R:3
O -2.86546 -2.86554 2.41745 -0.823 0.512 0.103
O -0.54965 -4.37684 2.67756 -0.189 0.102 0.212
O -0.15415 -1.59962 -0.50259 -0.197 0.227 0.499
O -1.44679 5.19355 -1.56586 -0.126 -2.469 -0.927
O 0.05825 0.31618 1.42342 -1.206 0.609 0.348
O 3.70225 -1.52027 -1.46578 0.072 0.523 0.022
O -2.41535 3.31405 -2.46053 1.093 -0.940 -0.631
O -0.28790 3.34255 -2.28600 -1.023 -0.592 0.434
C -1.39958 4.05936 -2.05422 0.861 2.012 1.161
C 4.11221 -0.42622 -0.62861 -0.265 -0.802 0.795
C 1.14711 0.36979 2.30223 0.703 -0.520 -1.240
C -3.70602 3.69546 -2.17624 -1.887 1.196 0.752
C -0.85189 -1.18633 -1.67024 0.289 -0.284 -0.964
C 1.56745 2.48564 -0.83498 -1.141 0.596 -0.260
C 0.95898 3.66827 -1.67513 1.142 -0.384 0.061
C -3.04788 -2.19908 1.17780 0.677 -0.792 -0.454
C 0.84517 -4.22514 2.71004 1.125 -0.385 0.344
H 2.59501 2.63135 -0.50184 0.095 0.507 -0.462
H -0.78204 -4.67374 3.56042 -0.425 -0.001 -0.023
H -2.72482 -2.83442 0.35314 -0.078 -0.373 -0.188
H 5.20042 -0.37058 -0.60031 -0.076 0.205 -0.362
H 3.63265 0.52705 -0.85089 0.180 -0.081 -0.514
H 1.25028 -4.87047 3.48948 0.236 -0.407 -0.247
H 1.00801 2.37557 0.09400 -0.273 -0.240 -0.148
H 1.56018 3.83052 -2.56974 0.531 0.413 0.422
H -1.37438 -0.23939 -1.53459 0.240 -0.091 0.572
H -1.57902 -1.91591 -2.02674 -0.147 -0.218 0.342
H -2.40490 -1.32809 1.05109 -0.310 0.449 0.426
H 1.52590 1.55451 -1.40011 -0.100 0.004 0.030
H 1.44455 -0.67160 2.42532 0.450 0.088 0.947
H -4.10321 -1.99840 0.99309 0.082 0.261 0.390
H 3.80311 -0.66655 0.38864 0.092 0.144 0.264
H 1.24345 -3.25464 3.00602 -0.568 0.549 -0.259
H -4.07603 4.49994 -2.81185 0.258 0.100 -0.200
H 1.93804 0.84779 1.72425 0.588 0.272 0.443
H 1.26802 -4.50061 1.74391 -0.048 -0.036 0.047
H 0.85807 4.55990 -1.05634 0.032 0.060 -0.250
H 0.03972 -0.56354 1.03955 -0.247 0.038 -0.394
H -0.16140 -1.04856 -2.50231 0.183 0.151 -0.012
H -2.06829 -3.40041 2.41090 0.298 0.143 -0.347
H 3.04307 -2.00534 -0.96400 0.019 0.000 -0.188
H -3.78514 4.05871 -1.15160 0.022 -0.026 0.082
H 0.39863 -2.37387 -0.63132 -0.288 -0.034 -0.501
H -4.40165 2.86477 -2.29526 0.471 -0.243 -0.082
H 0.98513 0.92035 3.22891 -0.323 -0.245 -0.041
```
Positions in Å, forces in eV/Å.

The energy relative to the best compared isomer or geometry (same formula, charge and spin) comes out at 150.68 kJ/mol. As for the SMILES: CCOC(=O)OC.CO.CO.CO.CO.CO. For the total energy, the calculation gives -26164.0096 eV. Its orbital gap is 9.774 eV. The HOMO energy comes out at -9.668 eV.

***

# C10H21Br2F3GaN3O3P

A molecular structure, C10H21Br2F3GaN3O3P (wB97M-V/def2-TZVPD, the OMol25 dataset).

```
44
Properties=species:S:1:pos:R:3:forces:R:3
Br 1.56570 -0.65042 -2.44651 -0.029 0.121 0.471
Br 3.62129 -0.02442 0.23409 -0.310 -0.028 0.016
Ga -3.30018 1.33279 -0.28889 -0.022 -0.108 0.152
P -5.09338 0.20521 0.82358 -0.219 -0.495 0.411
F 1.82608 1.90784 -0.28447 0.013 -0.542 0.140
F 1.31556 0.64930 1.43196 0.077 0.195 -0.411
F 0.58995 -1.38414 -0.01574 0.237 0.288 -0.223
O -2.86328 2.95714 0.54751 0.118 -0.413 -0.185
O 6.88162 -4.14432 0.59588 0.070 -0.024 -0.007
O -5.64747 1.27649 2.00831 0.455 0.282 -0.205
N -3.86035 3.18486 -4.09450 0.059 0.111 0.118
N -6.43980 0.26233 -0.27762 0.293 0.064 -0.296
N 5.97288 -3.28368 2.48396 -0.069 0.061 0.126
C -1.71707 0.05718 -0.06693 0.068 0.574 -0.011
C 1.77162 0.63556 0.16070 0.084 0.060 0.232
C 0.76787 -0.20493 -0.67800 0.275 0.041 -0.444
C -3.23973 2.62834 -3.12412 -0.362 -0.090 -0.331
C -0.54685 0.55780 -0.90931 -0.551 -0.493 0.268
C -3.86225 1.55839 -2.25916 0.253 0.471 0.458
C -1.83620 3.10135 -2.89747 0.176 0.003 -0.133
C 4.80716 -2.77347 3.17830 0.169 -0.032 0.014
C 5.92542 -3.70669 1.20597 -0.075 -0.012 -0.103
C 7.24441 -3.34478 3.18130 -0.031 -0.033 -0.117
H -6.78977 -0.65938 -0.48040 -0.104 -0.130 0.037
H -1.12470 2.33421 -3.19569 0.090 -0.195 0.016
H -6.26716 0.73316 -1.15648 -0.122 0.151 0.029
H 7.60860 -4.37219 3.21741 0.036 0.009 0.016
H 4.59373 -3.38551 4.05748 -0.063 0.033 0.007
H 4.92293 -3.61749 0.75538 0.000 0.011 0.013
H -6.58825 1.13039 2.08978 -0.364 -0.093 0.118
H 7.11611 -2.96990 4.19355 -0.028 0.013 0.015
H -3.76490 0.58189 -2.73372 0.152 -0.133 -0.112
H 3.94341 -2.79335 2.51773 -0.002 0.008 -0.034
H -1.65752 3.97038 -3.52096 0.029 0.133 -0.057
H -2.88768 3.63385 -0.12525 -0.063 0.413 -0.073
H -4.92666 1.79546 -2.24380 -0.199 -0.119 -0.100
H 4.97582 -1.74333 3.49750 -0.073 0.015 0.012
H -1.99009 -0.96165 -0.32769 -0.007 -0.173 -0.037
H -1.62582 3.34393 -1.86033 -0.049 -0.033 0.196
H -0.40778 1.61332 -0.70790 0.297 0.170 0.021
H -1.41426 0.07014 0.97960 -0.168 -0.066 0.191
H -4.78864 2.77165 -4.17069 -0.092 -0.009 -0.020
H 7.99076 -2.74203 2.66285 0.032 -0.010 0.023
H -0.80115 0.46873 -1.95721 0.019 0.006 -0.202
```
Positions in Å, forces in eV/Å.

Its net charge is -1. For the total energy, the calculation gives -231228.4027 eV. Its orbital gap is 5.910 eV. The HOMO energy comes out at -3.787 eV.

***

# C3H2S

2 unconnected molecules or ions with the total composition C3H2S (wB97M-V/def2-TZVPD, the OMol25 dataset).

```
6
Properties=species:S:1:pos:R:3:forces:R:3
S -2.26368 0.45360 0.15934 -0.221 -0.015 0.013
C -1.97835 -0.95605 -0.33833 -0.130 -0.015 -0.017
C 1.07173 0.64010 -0.25574 0.242 -0.302 0.054
C 1.04846 -0.39332 0.34121 0.153 0.480 -0.081
H 1.11477 1.52748 -0.81905 -0.013 0.411 -0.233
H 1.00706 -1.27180 0.91258 -0.031 -0.559 0.264
```
Positions in Å, forces in eV/Å.

The energy relative to the best compared isomer or geometry (same formula, charge and spin) comes out at 174.46 kJ/mol. For the total energy, the calculation gives -13973.9781 eV. Its orbital gap is 10.520 eV. The HOMO energy comes out at -10.472 eV.

***

# C39H32AsN5O5PbS2

A molecular structure, C39H32AsN5O5PbS2 (wB97M-V/def2-TZVPD, the OMol25 dataset).

```
85
Properties=species:S:1:pos:R:3:forces:R:3
Pb 0.31781 0.13600 0.12759 0.288 -0.080 -0.163
As -0.39356 -2.87248 -0.60882 -0.029 0.235 0.147
S -1.32619 2.94487 0.35680 0.159 0.117 -0.013
S -1.23986 -0.29546 -2.42253 -0.118 -0.001 -0.057
O 0.89820 -1.26886 1.80058 0.021 0.075 0.179
O 1.81346 2.34026 2.00170 0.026 -0.018 -0.032
O 3.36773 3.94482 1.88556 0.033 0.014 0.004
O 2.02489 -1.15196 -1.22242 -0.024 -0.100 -0.047
O 4.02062 -1.81678 -2.03223 -0.061 0.018 0.020
N -3.70500 4.05521 -0.85684 -0.029 -0.046 -0.082
N -3.97827 2.90745 -0.18918 0.137 0.060 0.036
N -3.35432 1.15918 1.01682 -0.072 0.088 -0.126
N -2.47459 0.35776 1.33963 0.033 -0.254 0.074
N 3.21373 0.88250 0.10245 -0.089 0.088 0.011
C 2.13990 -5.27405 1.69490 -0.044 0.020 0.000
C -4.36402 -1.07988 2.10189 0.111 -0.050 0.075
C -0.41728 -2.96133 -2.54322 -0.046 -0.133 0.021
C 3.26695 -1.07974 -1.38339 0.042 0.032 0.048
C 3.23838 -5.50299 0.87493 0.006 -0.022 0.035
C -4.68029 4.73762 -1.51664 -0.072 0.054 -0.029
C 1.05914 -4.54720 1.21698 0.061 -0.049 -0.003
C -1.97719 -5.31904 0.11847 -0.027 -0.006 -0.001
C -3.86127 -3.10152 3.30944 0.002 -0.069 -0.018
C 1.04605 -4.06980 -0.09341 -0.028 -0.021 0.020
C -4.38455 -5.36972 0.04349 -0.034 0.003 0.002
C 3.78630 1.91913 0.71001 0.037 -0.036 -0.032
C 3.25094 -4.99006 -0.41338 0.018 0.019 -0.028
C 5.91175 1.39904 -0.20819 0.040 0.019 0.002
C 5.12951 2.23236 0.58307 -0.029 -0.009 -0.030
C -6.03033 4.35158 -1.47152 0.025 0.011 -0.005
C 2.19446 -1.41035 2.26279 0.076 -0.096 0.009
C -6.98640 5.09841 -2.13767 -0.013 -0.017 0.001
C -5.31243 6.61491 -2.91300 -0.026 -0.003 -0.009
C -4.78712 -2.22404 2.75595 -0.038 0.064 -0.052
C -6.65082 6.23604 -2.86281 0.012 0.012 -0.002
C -4.34105 5.88499 -2.25652 0.019 -0.023 0.019
C -2.50783 -2.82450 3.21006 0.046 0.003 -0.058
C 2.16130 -4.27703 -0.89792 0.017 -0.001 0.031
C -0.55290 -3.03006 -5.30757 0.005 -0.048 0.020
C 2.87001 2.71607 1.58371 -0.064 0.001 0.055
C -3.17648 -6.00141 0.29644 0.038 -0.018 -0.011
C -2.06523 -1.67520 2.56304 -0.066 -0.068 -0.007
C -3.19566 -3.36626 -0.55524 -0.006 0.022 0.029
C -0.79595 -1.78753 -3.22018 0.050 0.032 -0.105
C -2.99767 -0.80724 2.01180 -0.026 0.083 -0.041
C -4.38958 -4.04960 -0.39086 -0.004 -0.004 0.047
C -0.83908 -1.86244 -4.62806 0.006 0.013 0.058
C -0.20948 -4.19095 -4.61544 -0.010 0.049 -0.016
C -2.93088 2.35012 0.34370 -0.307 -0.022 0.127
C 3.95439 0.10114 -0.66959 -0.009 0.014 0.030
C -0.15133 -4.14021 -3.23169 -0.002 0.033 -0.037
C -1.97442 -3.99325 -0.29988 -0.022 -0.069 -0.101
C 5.32205 0.32361 -0.83887 -0.025 -0.052 -0.019
H 2.22591 -2.02759 3.18067 -0.014 0.022 -0.027
H -1.00000 -1.47644 2.46629 0.016 0.044 0.005
H 6.97067 1.59675 -0.32659 -0.003 0.002 -0.001
H -5.01781 7.49237 -3.47805 -0.008 0.001 0.002
H 4.12388 -5.10991 -1.04359 -0.001 -0.015 -0.001
H 5.86331 -0.36927 -1.46779 0.011 0.019 0.002
H -5.84680 -2.44457 2.81981 0.007 -0.007 -0.012
H -5.06595 -0.39269 1.65289 -0.012 0.021 -0.021
H -4.19840 -4.01286 3.78967 0.004 0.010 0.018
H -5.32671 -3.54218 -0.58722 -0.002 -0.010 -0.005
H -7.40969 6.80943 -3.38036 0.005 -0.005 0.000
H -8.02122 4.77660 -2.09126 -0.001 0.010 -0.003
H 5.54042 3.09422 1.08827 -0.004 -0.005 0.007
H -6.29714 3.46437 -0.91652 0.023 -0.002 0.009
H 0.11125 -5.03250 -2.67236 -0.006 -0.005 -0.004
H -0.60336 -3.03899 -6.39189 0.011 -0.010 0.001
H 2.20795 -3.83559 -1.88392 0.010 0.010 -0.009
H 4.09168 -6.05639 1.25154 0.000 0.011 -0.004
H -3.20521 -2.33414 -0.89396 0.020 0.010 0.008
H -3.16062 -7.03500 0.62591 -0.009 0.010 0.001
H -1.04072 -5.83169 0.30093 0.016 0.006 0.015
H -5.31923 -5.90131 0.18399 0.010 0.001 0.000
H 0.01213 -5.11096 -5.14365 -0.008 0.002 -0.004
H -1.77868 -3.51659 3.61559 -0.008 0.012 0.019
H 2.68204 4.36643 2.42415 -0.009 -0.015 -0.002
H 2.68180 -0.45144 2.51971 -0.031 0.005 -0.005
H -1.11409 -0.96598 -5.17051 0.001 -0.008 -0.006
H 2.85540 -1.91693 1.53412 -0.026 0.029 0.000
H 2.13358 -5.63594 2.71713 0.016 -0.004 -0.010
H -2.71914 4.28844 -0.96226 0.023 0.015 0.052
H 0.23148 -4.32040 1.88003 -0.019 0.002 -0.013
H -3.30194 6.18970 -2.30886 -0.001 -0.018 0.013
```
Positions in Å, forces in eV/Å.

The energy relative to the best compared isomer or geometry (same formula, charge and spin) comes out at 33.05 kJ/mol. Its net charge is -2. For the total energy, the calculation gives -146409.3247 eV. Its orbital gap is 5.663 eV. The HOMO energy comes out at -1.646 eV.